A.
C4H9NO3 | ωB97M-V/def2-TZVPD

- SMILES string: N[C@H](CCO)C(=O)O
- LUMO level: 0.56 eV

Bonds (Å) are listed after each position.
Cartesian coordinates (Å):
1 C 0.760 0.663 -0.192  C2 1.521, C4 1.532, H7 1.088, N14 1.478
2 C -0.444 0.314 -1.053  C1 1.521, C3 1.522, H8 1.103, H9 1.120
3 C -1.636 -0.356 -0.385  C2 1.522, H10 1.160, H11 1.092, O15 1.372
4 C 1.794 -0.465 -0.133  C1 1.532, O16 1.354, O17 1.195
5 H -0.066 1.821 1.336  N14 1.004
6 H 1.065 0.859 1.784  N14 0.979
7 H 1.286 1.565 -0.501  C1 1.088
8 H -0.844 1.125 -1.684  C2 1.103
9 H 0.024 -0.491 -1.675  C2 1.120
10 H -2.284 -0.822 -1.227  C3 1.160
11 H -2.269 0.426 0.037  C3 1.092
12 H -1.027 -0.707 1.407  O15 1.009
13 H 0.354 -1.593 0.575  O16 1.031
14 N 0.288 0.893 1.190  C1 1.478, H5 1.004, H6 0.979
15 O -1.270 -1.249 0.591  C3 1.372, H12 1.009
16 O 1.297 -1.688 0.169  C4 1.354, H13 1.031
17 O 2.972 -0.296 -0.239  C4 1.195



B.
C4H9NO3 | ωB97M-V/def2-TZVPD

- LUMO level: -2.22 eV

Bonds (Å) are listed after each position.
Cartesian coordinates (Å):
1 C -1.672 -0.641 0.607  O2 1.235, C3 1.777, H9 1.098, H10 1.096
2 O -2.272 -0.583 1.686  C1 1.235
3 C 0.088 -0.507 0.806  C1 1.777, C4 1.391, N8 1.399, H11 1.094
4 C 0.679 -0.627 -0.447  C3 1.391, C5 1.430, H13 1.082
5 C 1.091 0.511 -1.210  C4 1.430, O6 1.377, O7 1.214
6 O 1.748 0.179 -2.374  C5 1.377, H14 0.965
7 O 0.870 1.689 -1.019  C5 1.214
8 N 0.292 0.686 1.507  C3 1.399, H15 1.008, H17 1.015
9 H -1.804 -1.612 0.112  C1 1.098
10 H -1.793 0.131 -0.163  C1 1.096
11 H 0.434 -1.304 1.472  C3 1.094
12 H -2.812 -3.466 2.067  H16 0.753
13 H 0.902 -1.571 -0.925  C4 1.082
14 H 1.624 0.867 -3.039  O6 0.965
15 H -0.191 0.852 2.376  N8 1.008
16 H -2.360 -2.948 1.760  H12 0.753
17 H 0.271 1.503 0.905  N8 1.015



C.
C4H9NO3 | ωB97M-V/def2-TZVPD

- LUMO level (spin up / spin down): -0.31 / -1.83 eV

Bonds (Å) are listed after each position.
Cartesian coordinates (Å):
1 C -1.449 -0.670 -1.583  O3 1.392, H6 1.099, H7 1.100, H8 1.104
2 C 1.636 -0.658 -0.364  O4 1.175, H5 1.100, C11 1.772
3 O -0.857 -0.938 -0.352  C1 1.392
4 O 2.125 -1.395 0.411  C2 1.175
5 H 1.466 -0.765 -1.445  C2 1.100
6 H -2.299 -1.351 -1.731  C1 1.099
7 H -0.741 -0.758 -2.420  C1 1.100
8 H -1.863 0.352 -1.643  C1 1.104
9 C -0.269 0.198 1.924  N10 1.451, H15 1.087, H16 1.093, H17 1.090
10 N -0.150 0.637 0.546  C9 1.451, C11 1.485, H13 1.016
11 C 1.163 1.017 -0.035  C2 1.772, N10 1.485, O12 1.250, H14 1.110
12 O 1.191 1.689 -1.088  C11 1.250
13 H -0.923 1.176 0.167  N10 1.016
14 H 1.845 1.218 0.817  C11 1.110
15 H -1.225 -0.302 2.059  C9 1.087
16 H -0.187 1.055 2.598  C9 1.093
17 H 0.536 -0.505 2.137  C9 1.090



What should be chosen as the most stable of them? Choose A.



A.
C4H9NO3 | ωB97M-V/def2-TZVPD

- SMILES string: C[C@@H](CO)NC(=O)O
- LUMO level: 0.64 eV

Bonds (Å) are listed after each position.
Cartesian coordinates (Å):
1 C 0.769 0.363 -2.428  C2 1.558, H9 1.105, H10 1.109, H11 1.089
2 C 0.091 0.480 -1.030  C1 1.558, C3 1.558, N5 1.510, H12 1.110
3 C -1.378 -0.037 -1.010  C2 1.558, O4 1.425, H13 1.099, H14 1.057
4 O -1.383 -1.143 -0.111  C3 1.425, H15 1.013
5 N 0.993 -0.119 0.022  C2 1.510, C6 1.405, H16 0.996
6 C 0.394 0.175 1.258  N5 1.405, O7 1.319, O8 1.213
7 O 0.953 -0.583 2.182  C6 1.319, H17 0.975
8 O -0.276 1.163 1.475  C6 1.213
9 H 0.049 0.300 -3.264  C1 1.105
10 H 1.499 1.158 -2.687  C1 1.109
11 H 1.425 -0.507 -2.455  C1 1.089
12 H -0.011 1.580 -0.919  C2 1.110
13 H -1.831 -0.502 -1.897  C3 1.099
14 H -2.066 0.641 -0.581  C3 1.057
15 H -1.819 -1.968 -0.506  O4 1.013
16 H 1.294 -1.050 -0.163  N5 0.996
17 H 0.654 -0.405 3.093  O7 0.975



B.
C4H9NO3 | ωB97M-V/def2-TZVPD

- SMILES string: [H]/N=C(/C)OO.CC=O
- LUMO level: 0.72 eV

Bonds (Å) are listed after each position.
Cartesian coordinates (Å):
1 C -2.371 -0.657 -0.033  C2 1.508, H7 1.096, H8 1.088, H9 1.087
2 C -1.267 -0.337 0.943  C1 1.508, O5 1.195, H14 1.182
3 O 1.454 -0.910 0.343  O4 1.444, C11 1.699
4 O 1.372 -1.907 -0.698  O3 1.444, H6 0.966
5 O -1.225 0.219 2.001  C2 1.195
6 H 2.283 -2.225 -0.744  O4 0.966
7 H -1.861 -0.674 -1.004  C1 1.096
8 H -3.069 0.175 -0.088  C1 1.088
9 H -2.716 -1.685 0.044  C1 1.087
10 C 1.287 1.628 0.628  C11 1.484, H15 1.089, H16 1.088, H17 1.089
11 C 1.101 0.576 -0.402  O3 1.699, C10 1.484, N12 1.237
12 N 0.819 0.661 -1.603  C11 1.237, H13 1.014
13 H 0.714 -0.186 -2.153  N12 1.014
14 H -0.468 -0.337 0.073  C2 1.182
15 H 0.657 1.436 1.495  C10 1.089
16 H 2.327 1.628 0.950  C10 1.088
17 H 0.964 2.596 0.249  C10 1.089



C.
C4H9NO3 | ωB97M-V/def2-TZVPD

- SMILES string: CC(=O)CN.O=CO
- LUMO level: 0.66 eV

Bonds (Å) are listed after each position.
Cartesian coordinates (Å):
1 C 2.850 -0.333 -0.070  O6 1.337, O7 1.197, H12 1.097
2 C -0.369 -0.137 0.245  N4 1.450, C5 1.523, H13 1.102, H14 1.094
3 C -2.663 0.981 0.117  C5 1.504, H15 1.084, H16 1.086, H17 1.093
4 N 0.590 -0.964 -0.461  C2 1.450, H9 1.015, H11 1.016
5 C -1.571 0.243 -0.609  C2 1.523, C3 1.504, O8 1.205
6 O 2.517 0.516 0.908  C1 1.337, H10 0.971
7 O 3.326 -1.418 0.106  C1 1.197
8 O -1.610 -0.022 -1.783  C5 1.205
9 H 0.421 -1.953 -0.307  N4 1.015
10 H 2.630 0.076 1.766  O6 0.971
11 H 0.492 -0.793 -1.458  N4 1.016
12 H 2.765 0.173 -1.040  C1 1.097
13 H 0.136 0.805 0.513  C2 1.102
14 H -0.695 -0.611 1.175  C2 1.094
15 H -2.247 1.713 0.799  C3 1.084
16 H -3.326 1.463 -0.595  C3 1.086
17 H -3.246 0.259 0.695  C3 1.093



What should be chosen as the most stable of them? Choose C.



A.
C4H9NO3 | ωB97M-V/def2-TZVPD

- SMILES string: NC(=O)O.C=CCO
- LUMO level: 0.53 eV

Bonds (Å) are listed after each position.
Cartesian coordinates (Å):
1 N 1.767 -0.127 2.680  C2 1.381, H5 1.009, H6 1.008
2 C 0.821 0.704 3.247  N1 1.381, O3 1.359, O4 1.197
3 O -0.333 0.785 2.533  C2 1.359, H7 0.966
4 O 0.962 1.293 4.280  C2 1.197
5 H 2.666 -0.055 3.132  N1 1.009
6 H 1.821 -0.166 1.674  N1 1.008
7 H -0.388 0.037 1.924  O3 0.966
8 C -0.420 -0.786 -2.544  O9 1.424, C10 1.497, H12 1.098, H13 1.094
9 O -0.215 -0.020 -3.728  C8 1.424, H14 0.962
10 C -0.483 0.171 -1.395  C8 1.497, C11 1.323, H15 1.086
11 C -1.511 0.247 -0.565  C10 1.323, H16 1.081, H17 1.085
12 H 0.418 -1.480 -2.402  C8 1.098
13 H -1.346 -1.366 -2.595  C8 1.094
14 H -0.212 -0.617 -4.482  O9 0.962
15 H 0.379 0.825 -1.293  C10 1.086
16 H -1.559 0.957 0.248  C11 1.081
17 H -2.367 -0.402 -0.714  C11 1.085



B.
C4H9NO3 | ωB97M-V/def2-TZVPD

- SMILES string: CO/C(O)=C(\N)CO
- LUMO level: 0.68 eV

Bonds (Å) are listed after each position.
Cartesian coordinates (Å):
1 C -1.134 -1.403 -0.063  C3 1.878, O8 1.386, H13 1.098, H14 1.088
2 C 1.251 1.760 1.227  O6 1.432, H15 1.092, H16 1.090, H17 1.088
3 C -0.122 -0.480 -1.348  C1 1.878, C4 1.371, N5 1.373
4 C -0.004 0.438 -0.335  C3 1.371, O6 1.353, O7 1.365
5 N 1.000 -1.191 -1.694  C3 1.373, H11 1.012, H12 1.005
6 O 1.146 0.634 0.350  C2 1.432, C4 1.353
7 O -0.972 1.363 -0.071  C4 1.365, H9 0.969
8 O -2.215 -1.014 0.712  C1 1.386, H10 0.964
9 H -1.680 1.192 -0.709  O7 0.969
10 H -1.986 -0.260 1.268  O8 0.964
11 H 1.859 -1.105 -1.166  N5 1.012
12 H 0.898 -2.036 -2.229  N5 1.005
13 H -0.396 -1.947 0.542  C1 1.098
14 H -1.531 -2.064 -0.829  C1 1.088
15 H 0.564 1.653 2.069  C2 1.092
16 H 1.040 2.694 0.705  C2 1.090
17 H 2.283 1.764 1.570  C2 1.088



What should be chosen as the most stable of them? Choose A.